Record 1
Density functional theory data (ωB97M-V with the def2-TZVPD basis set) for a molecular structure, C46H40FINO30PTa at a distorted geometry.

Atoms and positions in Å:
C (-5.82985, 0.26721, 0.73472)
N (-4.77684, -0.45584, 1.43588)
C (-4.54572, -0.00502, 2.80936)
C (-3.52479, -0.54684, 0.74151)
O (-2.90358, -1.58293, 0.80095)
C (-3.01551, 0.65646, 0.05698)
Ta (-3.20449, 0.67616, -2.19803)
F (-3.48790, 0.69802, -4.04534)
P (-2.60479, 3.26170, -2.15057)
O (-1.02630, 3.47177, -2.59042)
I (-3.85276, 4.14992, -4.10089)
H (-5.51144, 1.22793, 0.32323)
H (-6.21542, -0.34606, -0.08058)
H (-6.65163, 0.42273, 1.43595)
H (-4.76116, -0.80040, 3.52629)
H (-3.50881, 0.30562, 2.95924)
H (-5.19070, 0.83882, 3.06433)
H (-3.42744, 1.57238, 0.48156)
H (-1.92875, 0.61362, 0.18230)
H (-4.96547, 1.19771, -1.93160)
H (-3.47285, -1.13758, -2.23880)
H (-1.36174, 0.45028, -2.33285)
H (-0.75692, 2.83330, -3.26364)
C (0.37851, 5.23826, -9.25788)
C (0.91231, 4.58398, -8.21531)
C (0.35334, 4.70016, -6.80711)
O (0.92735, 4.04079, -5.96034)
C (-0.78153, 5.56006, -6.57678)
C (-1.31483, 6.21306, -7.61990)
C (-0.76934, 6.08253, -9.02803)
O (-1.34600, 6.71790, -9.89455)
O (-2.35260, 7.02646, -7.54122)
O (1.95705, 3.78265, -8.28844)
H (0.76837, 5.15982, -10.26254)
H (-1.16769, 5.64157, -5.57028)
H (-2.51856, 7.34272, -8.45052)
H (2.09966, 3.45073, -7.37689)
C (3.46842, 1.89631, 1.64827)
C (2.27091, 2.08373, 1.06975)
C (1.29645, 0.94089, 0.86775)
O (0.23923, 1.23235, 0.35293)
C (1.68173, -0.39230, 1.28066)
C (2.88343, -0.57341, 1.84594)
C (3.84701, 0.57372, 2.07395)
O (4.91609, 0.31497, 2.60746)
O (3.32381, -1.75761, 2.24672)
O (1.82559, 3.23721, 0.62268)
H (4.17710, 2.69866, 1.79635)
H (0.98010, -1.19853, 1.11254)
H (4.22132, -1.64252, 2.61076)
H (0.93576, 3.07064, 0.24278)
C (7.47726, 0.44343, -3.31516)
C (8.18719, -0.08445, -2.31498)
C (7.83060, 0.11501, -0.85928)
O (8.55753, -0.43960, -0.05255)
C (6.68302, 0.92461, -0.53047)
C (5.96052, 1.45523, -1.53315)
C (6.30907, 1.23541, -2.99457)
O (5.57118, 1.74952, -3.81064)
O (4.88786, 2.19820, -1.35627)
O (9.25783, -0.85139, -2.49237)
H (7.72294, 0.29088, -4.35498)
H (6.43642, 1.06788, 0.51354)
H (4.54789, 2.43351, -2.24275)
H (9.55492, -1.10298, -1.59407)
C (6.73692, -5.40281, -3.69630)
C (7.00112, -4.09683, -3.86044)
C (5.98289, -3.13383, -4.44985)
O (6.33185, -1.97004, -4.54004)
C (4.69706, -3.64115, -4.85781)
C (4.43577, -4.94806, -4.69360)
C (5.44482, -5.90806, -4.09160)
O (5.08619, -7.06666, -3.98409)
O (3.30171, -5.52788, -5.02908)
O (8.14541, -3.53413, -3.52770)
H (7.45253, -6.09520, -3.27678)
H (3.98257, -2.95068, -5.28272)
H (3.38958, -6.47119, -4.78733)
H (8.08330, -2.57988, -3.73027)
C (-3.04420, -1.20535, 6.41955)
C (-2.27848, -1.62801, 7.43700)
C (-2.46648, -1.13446, 8.85923)
O (-1.71749, -1.60774, 9.69605)
C (-3.49252, -0.15722, 9.13069)
C (-4.25742, 0.26949, 8.11397)
C (-4.08346, -0.24098, 6.69472)
O (-4.85048, 0.21402, 5.86808)
O (-5.22564, 1.15713, 8.22573)
O (-1.29745, -2.50364, 7.32044)
H (-2.91836, -1.55262, 5.40305)
H (-3.61054, 0.19885, 10.14399)
H (-5.59901, 1.26125, 7.32577)
H (-0.92720, -2.61841, 8.21798)
C (-11.84224, 0.20676, -0.78451)
C (-10.58730, -0.24279, -0.95052)
C (-9.39332, 0.69221, -1.03063)
O (-8.31112, 0.16015, -1.16310)
C (-9.61494, 2.11944, -0.94646)
C (-10.86900, 2.56270, -0.78328)
C (-12.05819, 1.62801, -0.68217)
O (-13.14532, 2.15753, -0.51855)
O (-11.20797, 3.83807, -0.69165)
O (-10.25382, -1.51186, -1.05678)
H (-12.69769, -0.45053, -0.72405)
H (-8.75890, 2.77564, -1.02047)
H (-12.17861, 3.84855, -0.57563)
H (-9.27876, -1.52873, -1.16249)
C (5.01143, -4.49480, 4.80605)
C (5.45020, -3.26376, 5.11012)
C (5.49097, -2.74167, 6.53392)
O (5.92846, -1.61602, 6.68053)
C (5.01859, -3.59228, 7.60115)
C (4.57639, -4.82151, 7.29674)
C (4.55814, -5.35148, 5.87478)
O (4.15190, -6.49074, 5.73707)
O (4.12067, -5.69198, 8.17740)
O (5.88583, -2.38970, 4.22170)
H (4.97949, -4.87285, 3.79416)
H (5.03726, -3.20886, 8.61114)
H (3.87622, -6.48993, 7.66578)
H (6.13629, -1.58450, 4.72047)

Forces on atoms 1 to 2 (eV/Å):
C 0.0130 -0.2745 0.1683
N -0.2255 0.2196 0.0215

- Net charge: -1
- LUMO energy: -0.0118 hartree
- HOMO level: -4.477 eV
- Spin multiplicity: 1

Record 2
Density functional theory data (ωB97M-V with the def2-TZVPD basis set) for 8 unconnected molecules or ions with the total composition C22H54F18N5O6P3 at a distorted geometry.

Atoms and positions in Å:
O (-0.32165, -0.23182, 0.69825)
C (-0.38853, 0.93920, 1.35280)
O (-1.45134, 1.60843, 1.23977)
O (0.47184, 1.37593, 2.16083)
H (-1.24530, -0.21571, 0.39830)
C (6.89206, 0.75954, -3.83537)
C (6.62399, 0.16057, -2.43525)
N (5.35930, 0.68367, -1.87938)
C (4.14400, 0.77427, -2.44570)
C (3.27141, 1.39815, -1.57304)
N (3.97599, 1.59606, -0.40909)
C (5.19929, 1.10802, -0.61854)
C (3.51905, 2.15948, 0.83170)
H (5.99057, 1.05097, -4.36798)
H (7.32924, 0.00561, -4.49695)
H (7.71463, 1.47245, -3.86299)
H (7.43011, 0.32852, -1.72476)
H (6.54893, -0.92533, -2.49319)
H (3.87683, 0.50459, -3.45413)
H (2.20190, 1.53829, -1.63758)
H (6.00839, 1.04895, 0.09149)
H (3.03131, 3.10212, 0.57753)
H (4.14647, 2.20493, 1.71664)
H (2.65561, 1.54122, 1.10411)
C (-2.83528, 1.30255, -2.85003)
N (-1.72794, 0.91260, -3.84127)
C (-2.42912, 0.13082, -4.96333)
C (-1.02668, 2.11768, -4.42952)
C (-0.75629, -0.05250, -3.19476)
C (-1.21483, -1.32846, -2.51371)
O (-2.05172, -1.15095, -1.41244)
H (-2.24152, 1.72410, -2.03801)
H (-3.42678, 0.41492, -2.64405)
H (-3.45439, 1.94748, -3.47163)
H (-1.68607, -0.12972, -5.71679)
H (-3.23076, 0.74042, -5.37138)
H (-2.80150, -0.83958, -4.64215)
H (-0.73285, 2.78168, -3.61052)
H (-1.69695, 2.77021, -4.98612)
H (-0.14574, 1.75806, -4.95265)
H (-0.16271, 0.50921, -2.46731)
H (-0.00720, -0.31046, -3.94512)
H (-0.38512, -1.98553, -2.23880)
H (-1.81434, -1.96772, -3.17858)
H (-2.19585, -1.97958, -0.94205)
C (2.45581, -4.24132, 0.90215)
N (2.72231, -2.94952, 1.69141)
C (3.90294, -3.10924, 2.66478)
C (3.19565, -2.00129, 0.58471)
C (1.50877, -2.50990, 2.45313)
C (1.58683, -1.36423, 3.51664)
O (2.32249, -0.34180, 2.85420)
H (1.81066, -4.00355, 0.05534)
H (1.80062, -4.86020, 1.51107)
H (3.38944, -4.59265, 0.47239)
H (3.57450, -3.83565, 3.40281)
H (4.11767, -2.08979, 2.97592)
H (4.74895, -3.51075, 2.10853)
H (3.40611, -1.03502, 1.04031)
H (2.29566, -1.84822, -0.01126)
H (4.00441, -2.44270, 0.00871)
H (1.28731, -3.36532, 3.09795)
H (0.70579, -2.35534, 1.73697)
H (2.26577, -1.65176, 4.32030)
H (0.60881, -0.98519, 3.80703)
H (1.67219, 0.37166, 2.62071)
C (-4.01409, 1.26737, 0.73721)
N (-5.44545, 0.76524, 0.94111)
C (-6.29006, 1.86156, 1.57270)
C (-6.12031, 0.40968, -0.38149)
C (-5.52720, -0.38021, 1.93964)
C (-4.77935, -1.60216, 1.56999)
O (-5.23811, -2.29204, 0.39021)
H (-3.43357, 1.07428, 1.64030)
H (-3.90966, 2.33919, 0.56832)
H (-3.55098, 0.78295, -0.11902)
H (-7.31023, 1.49888, 1.67096)
H (-6.25094, 2.77491, 0.98250)
H (-5.86231, 2.11765, 2.54048)
H (-7.07938, -0.05560, -0.17142)
H (-5.34075, -0.07726, -0.95562)
H (-6.40740, 1.36223, -0.82971)
H (-6.60859, -0.52198, 2.01962)
H (-5.32320, -0.02354, 2.94893)
H (-4.88756, -2.29685, 2.40655)
H (-3.71688, -1.41195, 1.40112)
H (-4.60381, -3.01274, 0.32202)
P (1.95903, 2.11290, 5.63538)
F (2.16618, 2.01477, 4.01637)
F (0.39839, 2.31222, 5.25536)
F (1.85075, 0.46352, 5.86213)
F (1.73002, 2.25117, 7.24861)
F (3.58317, 1.90533, 5.86882)
F (2.15122, 3.72489, 5.56455)
P (-1.75150, -4.11069, 0.74238)
F (-2.96421, -3.50199, -0.17123)
F (-2.75142, -4.90443, 1.77714)
F (-1.83537, -5.44602, -0.12135)
F (-0.54275, -4.60685, 1.72840)
F (-0.64061, -3.59145, -0.31236)
F (-1.76016, -2.70130, 1.54486)
P (-0.02225, 4.45436, -1.32093)
F (-1.65999, 4.40663, -1.58292)
F (0.05191, 2.79648, -1.55577)
F (0.16664, 4.57611, -2.92830)
F (1.57649, 4.44856, -1.04795)
F (-0.09995, 6.01381, -0.98880)
F (-0.24889, 4.17081, 0.25019)

Forces on atoms 1 to 2 (eV/Å):
O 0.2801 -0.6759 -0.4560
C -0.6720 4.3583 3.3565

- LUMO energy: -0.0300 hartree
- HOMO level: -7.161 eV
- Spin multiplicity: 1

Record 3
Density functional theory data (ωB97M-V with the def2-TZVPD basis set) for a molecular structure, CH2GdLiO at a distorted geometry.

Atoms and positions in Å:
C (-0.54959, -0.38906, -0.20236)
O (0.23886, -1.10736, 0.41686)
H (-1.33669, -0.36027, -0.95588)
Gd (-0.85914, 1.62502, 1.57505)
Li (2.00593, 0.07749, 0.15090)
H (0.50062, 0.15418, -0.98458)

Forces on atoms 1 to 2 (eV/Å):
C 4.0388 3.7697 -2.9301
O -0.4312 -2.6906 2.8324

- Net charge: +1
- LUMO energy (spin up / spin down): -0.1702 / -0.1710 hartree
- HOMO level (spin up / spin down): -11.767 / -10.160 eV
- Spin multiplicity: 9

Record 4
Density functional theory data (ωB97M-V with the def2-TZVPD basis set) for a single C4H12N2O molecule at a distorted geometry.

Atoms and positions in Å:
N (-1.07683, 1.28160, 1.19573)
C (-0.59359, 0.18479, 0.37543)
C (0.93289, 0.02160, 0.81053)
C (1.43217, -1.39858, 0.63075)
O (1.63945, 1.05637, 0.21425)
C (-0.72754, 0.39407, -1.12288)
N (-1.60042, -0.61810, -1.76324)
H (-2.02654, 1.20635, 1.47881)
H (-0.65787, 2.17802, 1.00114)
H (-1.08483, -0.75471, 0.62590)
H (0.85178, 0.25647, 1.89973)
H (1.27938, -1.88364, 1.60376)
H (0.84134, -1.99788, -0.06726)
H (2.52970, -1.45872, 0.54021)
H (2.57905, 1.03879, 0.41201)
H (0.27486, 0.46758, -1.59566)
H (-1.05580, 1.36581, -1.54805)
H (-1.12106, -1.13127, -2.49082)
H (-2.41615, -0.20854, -2.20033)

Forces on atoms 1 to 2 (eV/Å):
N 0.3060 -0.7723 0.2289
C 1.6677 1.0997 0.5088

- LUMO energy: 0.0337 hartree
- HOMO level: -8.452 eV
- SMILES string: C[C@@H](O)[C@@H](N)CN
- Energy relative to the best compared isomer or geometry (same formula, charge and spin): 1.956 eV
- Spin multiplicity: 1

Taking the records one at a time from the top gives DFT total energy values of -132921.0587 -120219.1484 -24144.9559 -9369.2381 eV.